Entry from the OMol25 dataset: 2 unconnected molecules or ions with the total composition C34H39F8N2O6P at a distorted geometry (ωB97M-V/def2-TZVPD).

Geometry as ORCA input:
```
! wB97M-V def2-TZVPD RIJCOSX def2/J DEFGRID3
* xyz 0 1
C 3.4781 -1.9758 0.8162
C 2.5824 -1.3053 1.9486
C 2.4348 0.2819 1.7086
N 2.9568 0.5824 0.3466
C 2.3172 1.6938 -0.2707
C 2.9995 2.9871 -0.4765
C 4.5027 3.1534 -0.0203
C 5.3795 2.3899 -1.1201
C 4.9372 2.7795 -2.6032
C 6.9433 2.5533 -0.8751
C 2.3874 4.1410 -1.1059
C 1.0044 4.0558 -1.5861
C 0.3202 2.7932 -1.4057
C 0.9375 1.6109 -0.7656
C 0.0610 0.3506 -0.6948
O 0.0484 -0.4633 0.1978
C -0.9450 0.1298 -1.8742
C -1.2050 -1.2349 -2.2820
O -0.6017 -2.3559 -1.7291
C -2.1474 -1.4440 -3.3868
O -2.4142 -2.7308 -3.8532
C -2.8227 -0.2978 -4.0092
P -4.0214 -0.7491 -5.3678
O -3.1910 -1.2660 -6.5229
C -2.5339 1.0776 -3.5616
C -3.2738 2.2619 -4.2427
C -4.4416 2.8407 -3.3588
C -5.6643 1.8215 -3.1703
C -5.9848 1.7717 -1.6351
N -7.2670 1.1270 -1.2894
C -8.2883 1.7704 -0.6268
C -9.2914 0.6941 -0.4929
C -8.7261 -0.5374 -1.1150
C -7.4006 -0.2060 -1.6232
C -1.5675 1.3147 -2.4968
C -1.1331 2.6907 -1.9601
O -1.8015 3.7002 -1.9659
H 2.9625 -1.9695 -0.1815
H 4.4863 -1.4846 0.7394
H 3.6798 -3.0569 1.0579
H 1.6005 -1.8340 1.9313
H 3.1429 -1.4636 2.9103
H 1.3723 0.6133 1.8440
H 3.0184 0.7588 2.5396
H 3.9577 0.7382 0.4675
H 4.7585 4.2422 -0.0368
H 4.6636 2.7201 1.0048
H 5.1613 1.2849 -1.0444
H 5.7643 2.5510 -3.3252
H 4.5877 3.8388 -2.6770
H 4.0680 2.1114 -2.8590
H 7.3312 1.5728 -0.4936
H 7.1183 3.3890 -0.1550
H 7.4040 2.7552 -1.8813
H 2.9153 5.1056 -1.2733
H 0.4690 4.8900 -2.0914
H -0.4300 -2.9390 -2.4892
H -1.6203 -3.0825 -4.2974
H -4.7945 0.3552 -5.8143
H -4.8907 -1.8064 -4.9669
H -2.5297 3.0693 -4.4684
H -3.7153 1.9679 -5.2327
H -4.7924 3.8471 -3.7202
H -4.0244 3.0154 -2.3351
H -6.5204 2.2987 -3.7272
H -5.4253 0.8220 -3.6134
H -5.9095 2.7911 -1.1795
H -5.1752 1.1504 -1.1494
H -8.3478 2.8184 -0.2819
H -10.2806 0.7609 0.0138
H -9.1814 -1.5471 -1.1753
H -6.6327 -0.7979 -2.1504
F 1.9861 -3.2686 7.6780
C 3.1745 -2.6846 7.4381
F 2.9410 -1.3486 7.3664
C 3.8610 -3.1609 6.1518
F 3.2585 -2.6504 5.0543
F 5.1204 -2.6324 6.1610
C 4.0219 -4.6802 5.9592
O 2.9944 -5.4012 5.2703
C 1.8223 -5.7067 5.9683
F 2.0819 -5.6743 7.2901
F 1.5323 -6.9918 5.6782
C 0.6252 -4.8354 5.5556
F 0.9391 -3.5273 5.4811
F -0.3778 -4.9535 6.4578
H 3.8219 -2.8554 8.3051
H 4.8876 -4.7987 5.3034
H 4.3013 -5.1818 6.8861
H 0.2489 -5.1413 4.5766
*
```

For the HOMO energy, the calculation gives -8.086 eV. The value obtained for the LUMO energy is -1.0 eV. Its SMILES is CCCNc1c(CC(C)C)ccc2c1C(=O)c1c(O)c(O)c([PH2]=O)c(CCCCn3cccc3)c1C2=O.FC(F)C(F)(F)COC(F)(F)C(F)F.



Entry from the OMol25 dataset: H2N2O4S in the gas phase at a distorted geometry (ωB97M-V/def2-TZVPD).

Geometry as ORCA input:
```
! wB97M-V def2-TZVPD RIJCOSX def2/J DEFGRID3
* xyz 0 1
N 1.5469 -1.2029 0.4986
S 0.4872 -0.0778 0.4645
O 0.1412 0.4333 1.7355
O -0.9287 -0.6058 -0.2276
O 0.7295 0.9962 -0.7364
N -0.5465 1.3669 -1.3966
O -1.4273 1.7361 -0.7218
H 1.5084 -1.8050 -0.2350
H -1.5107 -0.8411 0.6188
*
```

Its energy relative to the best compared isomer or geometry (same formula, charge and spin) is 275.2 kJ/mol. For the HOMO energy, the calculation gives -10.528 eV. The value obtained for the LUMO energy is -1.3 eV. Its SMILES is N=[S@](=O)(O)ON=O.



Entry from the OMol25 dataset: C4H4O3 in the gas phase at a distorted geometry (ωB97M-V/def2-TZVPD).

Geometry as ORCA input:
```
! wB97M-V def2-TZVPD RIJCOSX def2/J DEFGRID3
* xyz 0 1
O -0.1142 -2.6084 0.3678
O -0.1246 -1.4853 1.2429
C -0.0748 -0.3407 0.5181
C -0.5322 -0.0206 -0.7232
C -0.1558 1.3376 -0.9150
C 0.4772 1.7239 0.2220
O 0.5483 0.6986 1.0998
H 0.4634 -3.2320 0.8327
H -1.0488 -0.6632 -1.4006
H -0.3456 1.9366 -1.7814
H 0.9072 2.6535 0.5370
*
```

Its energy relative to the best compared isomer or geometry (same formula, charge and spin) is 372.8 kJ/mol. For the HOMO energy, the calculation gives -8.374 eV. The value obtained for the LUMO energy is 0.7 eV. Its SMILES is OOc1ccco1.



Entry from the OMol25 dataset: a molecular structure, C12H27ClIIrN2OP2S at a distorted geometry (ωB97M-V/def2-TZVPD).

Geometry as ORCA input:
```
! wB97M-V def2-TZVPD RIJCOSX def2/J DEFGRID3
* xyz 2 5
C 0.0237 0.9812 -4.0832
C 0.0229 0.8361 -2.5676
H 0.0288 2.0673 -4.2265
H -0.8582 0.5938 -4.6167
H 0.9012 0.5861 -4.6189
O 0.0406 1.8524 -1.8530
I 0.0178 -2.8084 -3.2176
Ir 0.0057 -0.8810 -1.5923
P 2.2177 -0.1056 -0.9727
C 2.5393 1.2894 0.2044
C 3.1429 -1.4240 -0.1209
H 4.1903 -1.3860 -0.4559
H 4.3198 0.5708 -2.0886
H 2.6729 -2.3729 -0.3936
H 3.2958 -0.4777 -3.1187
H 2.2669 1.0111 1.2291
H 3.0601 -1.2811 0.9648
C 3.2838 0.3541 -2.4030
H 3.6021 1.5815 0.2298
H 2.8835 1.2320 -2.9282
H 1.9514 2.1747 -0.0628
P -2.1986 -0.0696 -0.9932
C -2.4952 1.3409 0.1717
C -3.2522 0.3918 -2.4314
H -2.6987 -2.3228 -0.4009
H -4.1960 -1.3085 -0.4685
H -3.0657 -1.2196 0.9525
C -3.1497 -1.3638 -0.1329
H -3.2638 -0.4426 -3.1442
H -4.2894 0.6138 -2.1246
H -3.5533 1.6486 0.2013
H -1.8951 2.2145 -0.1066
H -2.8443 1.2657 -2.9570
H -2.2197 1.0704 1.1980
Cl -0.0130 -3.5274 -0.4136
C -0.0562 -1.9032 4.4206
N -0.0565 -0.5638 3.8201
C -0.0390 0.6183 4.5452
C -0.0197 1.6529 3.6577
N -0.0302 1.0791 2.3942
C -0.0451 -0.2784 2.4928
S -0.0237 -1.4263 1.2430
H -0.9539 -2.4835 4.1644
H 0.8484 -2.4776 4.1753
H -0.0634 -1.7608 5.5034
H -0.0353 0.5694 5.6240
H 0.0151 2.7222 3.8077
H -0.0148 1.5665 1.4933
*
```

For the HOMO energy (alpha / beta), the calculation gives -14.120 / -14.888 eV. The value obtained for the LUMO energy (alpha / beta) is -5.5 / -9.7 eV.